{
  "formula": "C38H99F6N5O18P",
  "method": "ωB97M-V with the def2-TZVPD basis set",
  "symbols": ["P", "F", "F", "F", "F", "F", "F", "C", "O", "C", "C", "N", "C", "C", "O", "C", "H", "H", "H", "H", "H", "H", "H", "H", "H", "H", "H", "H", "H", "H", "H", "C", "O", "C", "C", "N", "C", "C", "O", "C", "H", "H", "H", "H", "H", "H", "H", "H", "H", "H", "H", "H", "H", "H", "H", "C", "O", "C", "C", "N", "C", "C", "O", "C", "H", "H", "H", "H", "H", "H", "H", "H", "H", "H", "H", "H", "H", "H", "H", "C", "O", "C", "C", "N", "C", "C", "O", "C", "H", "H", "H", "H", "H", "H", "H", "H", "H", "H", "H", "H", "H", "H", "H", "C", "O", "C", "C", "N", "C", "C", "O", "C", "H", "H", "H", "H", "H", "H", "H", "H", "H", "H", "H", "H", "H", "H", "H", "C", "C", "O", "O", "H", "H", "H", "H", "H", "H", "C", "C", "O", "O", "H", "H", "H", "H", "H", "H", "C", "C", "O", "O", "H", "H", "H", "H", "H", "H", "C", "C", "O", "O", "H", "H", "H", "H", "H", "H"],
  "coordinates": [[-0.3123, -1.3016, 0.8073], [-1.5536, -1.7357, -0.2033], [-0.6231, -2.5833, 1.7708], [0.6296, -2.3040, -0.0682], [0.9069, -0.8998, 1.7639], [0.0054, -0.0379, -0.1148], [-1.4613, -0.4714, 1.5989], [-10.6766, 3.8228, 0.8674], [-9.7355, 2.8552, 0.4835], [-10.0107, 1.6053, 1.0549], [-9.0234, 0.5968, 0.5758], [-7.6654, 0.8981, 0.9638], [-6.7645, -0.1772, 0.6003], [-5.3285, 0.2624, 0.7688], [-5.0131, 1.2382, -0.2047], [-3.6378, 1.4730, -0.2510], [-11.6742, 3.5735, 0.4805], [-10.3843, 4.7773, 0.4301], [-10.7043, 3.9430, 1.9568], [-11.0325, 1.2676, 0.7943], [-10.0357, 1.6263, 2.1582], [-9.1381, 0.5113, -0.5246], [-9.3320, -0.3957, 0.9200], [-7.3550, 1.7209, 0.4551], [-6.8556, -0.4825, -0.4568], [-6.9129, -1.0298, 1.2640], [-4.6802, -0.6224, 0.6725], [-5.1738, 0.6569, 1.7850], [-3.0801, 0.5389, -0.3884], [-3.2751, 2.0050, 0.6435], [-3.3401, 2.1651, -1.0408], [4.4416, 5.2317, -2.6937], [3.3593, 4.8437, -1.9204], [3.6718, 3.7580, -1.0785], [2.4864, 3.3600, -0.2553], [2.1950, 4.3519, 0.7642], [1.0748, 4.0347, 1.6236], [-0.2425, 3.7118, 0.9186], [-0.3647, 4.6363, -0.1444], [-1.5762, 4.5672, -0.8424], [4.6954, 4.4856, -3.4686], [5.3489, 5.3580, -2.0835], [4.1888, 6.1501, -3.2201], [4.5502, 4.0226, -0.4643], [4.0220, 2.8800, -1.6423], [2.7167, 2.3813, 0.1727], [1.6343, 3.1678, -0.9236], [1.9401, 5.1920, 0.2524], [0.8739, 4.8975, 2.2710], [1.2867, 3.2357, 2.3413], [-1.0803, 3.8517, 1.6160], [-0.2515, 2.6900, 0.5186], [-1.4991, 5.3419, -1.6061], [-2.4347, 4.7476, -0.1840], [-1.7277, 3.6314, -1.3949], [-0.0289, 0.3666, -9.0184], [-0.3246, 1.4739, -8.2181], [0.8266, 2.1801, -7.8416], [1.5717, 1.5370, -6.6834], [0.6567, 1.3414, -5.5715], [1.1772, 0.4935, -4.5000], [0.0977, 0.1679, -3.5066], [-0.9231, -0.5308, -4.1544], [-1.9455, -0.8394, -3.2334], [-0.9384, -0.0702, -9.4258], [0.5325, -0.3874, -8.4594], [0.5560, 0.6827, -9.8981], [0.4736, 3.1633, -7.5306], [1.5206, 2.2947, -8.6868], [2.3035, 2.2825, -6.3507], [2.0830, 0.6229, -7.0307], [-0.2001, 0.8965, -5.8942], [1.9714, 1.0182, -3.9518], [1.6103, -0.4514, -4.8774], [-0.3163, 1.0722, -3.0350], [0.5276, -0.4189, -2.6793], [-2.4144, 0.0417, -2.7851], [-1.4608, -1.4346, -2.4536], [-2.6840, -1.4791, -3.7114], [9.8257, -3.0862, -6.9690], [9.0086, -2.7103, -5.9050], [7.7589, -3.3462, -5.9368], [6.9688, -2.9486, -4.7255], [6.7002, -1.5313, -4.7249], [6.2361, -1.0327, -3.4543], [5.0142, -1.7521, -2.9290], [4.6205, -1.1048, -1.7695], [3.3586, -1.5785, -1.2923], [10.0644, -4.1566, -6.9489], [10.7513, -2.5102, -6.9295], [9.3836, -2.8333, -7.9464], [7.8809, -4.4424, -5.9593], [7.1866, -3.1217, -6.8534], [7.5404, -3.2850, -3.8428], [6.0262, -3.4984, -4.7658], [7.5267, -1.0257, -5.0142], [5.9686, 0.0254, -3.5441], [6.9881, -1.0466, -2.6428], [5.2594, -2.8032, -2.7094], [4.2250, -1.7624, -3.6980], [2.6790, -1.5660, -2.1599], [2.9414, -0.8286, -0.6295], [3.3900, -2.5941, -0.8960], [3.0733, 5.5085, 5.3207], [2.6266, 4.6476, 6.3318], [1.3332, 4.9806, 6.7919], [0.8276, 3.8227, 7.6175], [0.7341, 2.6123, 6.7804], [0.4127, 1.4622, 7.5748], [0.6207, 0.1902, 6.8147], [-0.3929, 0.0387, 5.8639], [-0.0855, -0.8786, 4.8235], [3.1691, 6.5368, 5.7026], [2.3199, 5.5878, 4.5203], [3.9938, 5.1373, 4.8885], [0.6507, 5.2390, 5.9676], [1.3639, 5.9120, 7.3882], [-0.1426, 4.0526, 8.0633], [1.5555, 3.6859, 8.4382], [1.6949, 2.4931, 6.4608], [-0.6064, 1.5024, 7.9683], [1.0469, 1.3944, 8.4811], [0.5854, -0.6434, 7.5357], [1.6205, 0.2329, 6.3595], [-0.0048, -0.3147, 3.8887], [-0.9433, -1.5306, 4.6631], [0.8582, -1.4071, 4.9568], [4.4665, -3.1348, 3.6881], [3.0670, -2.7988, 3.2581], [2.8474, -3.3419, 1.9579], [5.4111, -2.1194, 3.3791], [4.7659, -4.0947, 3.2539], [4.4867, -3.2517, 4.7732], [2.9319, -1.7104, 3.2495], [2.3449, -3.1740, 3.9997], [1.9849, -3.0430, 1.6432], [5.4343, -2.0340, 2.4190], [-0.3606, -5.6164, 0.2772], [1.0839, -5.8914, -0.0377], [1.6928, -6.5972, 1.0535], [-1.2709, -6.5465, -0.3420], [-0.5985, -4.5870, 0.0304], [-0.6673, -5.7081, 1.3249], [1.6140, -4.9405, -0.1637], [1.1624, -6.4551, -0.9727], [2.6230, -6.3661, 1.1028], [-1.0749, -7.4247, -0.0073], [-4.0551, -3.5383, -0.1716], [-5.4185, -4.1754, -0.0468], [-5.6799, -4.9258, -1.2246], [-3.7670, -2.9011, 1.0415], [-4.1033, -2.8402, -1.0203], [-3.3301, -4.3075, -0.4614], [-6.2046, -3.4443, 0.1846], [-5.4632, -4.8629, 0.8119], [-6.6139, -4.8753, -1.4342], [-2.9992, -2.3245, 0.9004], [-3.8497, -1.1275, 5.3796], [-3.5830, -1.8470, 4.0846], [-4.7781, -2.3278, 3.5639], [-4.4957, -2.0193, 6.3236], [-4.5395, -0.2941, 5.2025], [-2.9368, -0.7446, 5.8394], [-2.8649, -2.6422, 4.3532], [-3.0447, -1.1375, 3.4399], [-4.6051, -2.5952, 2.6440], [-3.9703, -2.0053, 7.1253]],
  "lowdin_charge": [0.1945, -0.1941, -0.1568, -0.1603, -0.1360, -0.1359, -0.1571, -0.1241, -0.1773, -0.2684, -0.2432, -0.0418, -0.2224, -0.2246, -0.1727, -0.1210, 0.0860, 0.0850, 0.0883, 0.1218, 0.1278, 0.1256, 0.1234, 0.1128, 0.1257, 0.1186, 0.1072, 0.1350, 0.0739, 0.0921, 0.0672, -0.1429, -0.1751, -0.2446, -0.2163, -0.0444, -0.2096, -0.2186, -0.2057, -0.1148, 0.0878, 0.0865, 0.0846, 0.1247, 0.1209, 0.1268, 0.1210, 0.1054, 0.1057, 0.1193, 0.1238, 0.1130, 0.0887, 0.0901, 0.0735, -0.1223, -0.1865, -0.2424, -0.2289, -0.0467, -0.2133, -0.2582, -0.1815, -0.0933, 0.0863, 0.0866, 0.0873, 0.1239, 0.1170, 0.1201, 0.1114, 0.1039, 0.1201, 0.1194, 0.1274, 0.1059, 0.0839, 0.0711, 0.0895, -0.1308, -0.1824, -0.2552, -0.2375, -0.0565, -0.2203, -0.2800, -0.1846, -0.0817, 0.0881, 0.0862, 0.0904, 0.1245, 0.1298, 0.1308, 0.1205, 0.1072, 0.1212, 0.1253, 0.1191, 0.1271, 0.0760, 0.0829, 0.0836, -0.1116, -0.1926, -0.2474, -0.2135, -0.0438, -0.2542, -0.2551, -0.1795, -0.0745, 0.0876, 0.0793, 0.0884, 0.1229, 0.1226, 0.1208, 0.1190, 0.1078, 0.1251, 0.1178, 0.1261, 0.1256, 0.0763, 0.0666, 0.0746, -0.2537, -0.2515, -0.0757, -0.0676, 0.1187, 0.1155, 0.1159, 0.1154, 0.0417, 0.0855, -0.2256, -0.2256, -0.0789, -0.0868, 0.0923, 0.1282, 0.1007, 0.1187, 0.0713, 0.0757, -0.2388, -0.2467, -0.0615, -0.0926, 0.1260, 0.1231, 0.1147, 0.1246, 0.0773, 0.0521, -0.2242, -0.2999, -0.0550, -0.0749, 0.1179, 0.1021, 0.1197, 0.1096, 0.0456, 0.0654],
  "homo_ha": -0.253,
  "multiplicity": 1,
  "homo_lumo_gap_ev": 9.0,
  "total_charge": -1,
  "e_tot_ha": -4075.93063
}